This record from the OMol25 dataset describes C33H43HfN8O3P2 as an isolated structure at a distorted geometry. The level of theory is wB97M-V/def2-TZVPD.

Geometry as XYZ:
```
90
Properties=species:S:1:pos:R:3
Hf -0.372 -0.304 0.214
C 0.378 2.127 2.532
N -0.816 1.725 1.785
C -1.925 1.229 2.609
C -2.874 0.542 1.674
N -2.500 0.242 0.433
C -3.563 -0.460 -0.126
C -3.721 -1.007 -1.397
C -4.872 -1.734 -1.623
C -5.853 -1.888 -0.637
C -5.739 -1.298 0.606
C -4.582 -0.571 0.842
N -4.114 0.107 1.952
C 1.266 0.932 2.629
N 1.149 -0.071 1.768
C 2.029 -1.049 2.214
C 2.236 -2.346 1.756
C 3.154 -3.115 2.443
C 3.846 -2.615 3.552
C 3.639 -1.337 4.031
C 2.711 -0.563 3.348
N 2.193 0.698 3.570
H 0.148 2.524 3.529
H 0.902 2.918 1.984
H -1.162 2.522 1.255
H -2.431 2.030 3.168
H -1.535 0.505 3.338
H -2.975 -0.859 -2.164
H -5.034 -2.187 -2.588
H -6.731 -2.470 -0.863
H -6.510 -1.394 1.351
H -4.647 0.260 2.797
H 1.658 -2.727 0.923
H 3.344 -4.129 2.125
H 4.544 -3.260 4.057
H 4.158 -0.968 4.900
H 2.472 1.320 4.315
C -1.784 -3.524 2.930
C -1.408 -2.896 1.622
O -0.980 -1.692 1.653
C -1.550 -3.622 0.403
C -1.959 -4.982 0.405
C -2.109 -5.692 -0.755
C -1.903 -5.065 -1.989
C -1.506 -3.749 -2.033
C -1.305 -2.995 -0.862
O -0.898 -1.742 -0.978
H -1.697 -2.803 3.741
H -1.131 -4.369 3.158
H -2.806 -3.902 2.901
H -2.149 -5.475 1.343
H -2.399 -6.729 -0.723
H -2.065 -5.610 -2.909
H -1.354 -3.256 -2.980
C -0.445 4.219 -0.414
P -0.145 2.868 -1.608
C 1.429 3.244 -2.428
C -1.485 2.907 -2.827
O -0.073 1.500 -0.903
H -0.392 5.168 -0.941
H 0.321 4.229 0.358
H -1.436 4.144 0.030
H 1.445 4.286 -2.733
H 1.536 2.621 -3.313
H 2.258 3.069 -1.744
H -1.465 3.865 -3.339
H -2.451 2.781 -2.342
H -1.354 2.115 -3.560
C 4.334 -2.057 -2.900
N 3.186 -2.951 -2.860
C 2.419 -2.819 -4.087
N 1.985 -1.445 -4.291
C 3.151 -0.578 -4.323
N 3.932 -0.674 -3.101
C 3.262 -0.119 -1.961
P 1.656 -1.032 -1.536
C 2.396 -2.780 -1.680
C 1.010 -1.021 -3.329
H 4.985 -2.354 -3.726
H 4.892 -2.144 -1.965
H 1.550 -3.483 -4.048
H 3.048 -3.116 -4.930
H 2.827 0.455 -4.472
H 3.783 -0.873 -5.163
H 3.015 0.927 -2.172
H 3.939 -0.152 -1.100
H 1.573 -3.505 -1.687
H 3.038 -2.971 -0.814
H 0.684 -0.001 -3.573
H 0.148 -1.693 -3.382
```

Calculated values
* energy: -72851.91225 eV
* energy relative to the best compared isomer or geometry (same formula, charge and spin): 18.5 kcal per mole
* HOMO: -14.976 eV
* gap between HOMO and LUMO: 6.61 eV
* lowest unoccupied orbital energy: -8.36 eV
* charge: +3

These are the Mulliken partial charges, in e, on atoms 1 to 8: 0.85, -0.66, -0.49, -0.82, -0.08, 0.55, 0.14, -0.36